No. 1
Computed, not measured: a molecular structure, C8H21N2O7P2PtS, with the ωB97M-V functional and the def2-TZVPD basis.

The geometry in XYZ format:
```
42
Properties=species:S:1:pos:R:3:forces:R:3:nbo_charge:R:1
Pt 0.1015 0.1894 -0.3058 0.065 0.055 0.122 0.827
C -0.7167 2.2425 1.6717 0.003 0.005 -0.011 -0.233
C -0.0550 1.5287 2.8508 0.036 -0.002 0.040 -0.247
N 0.1650 0.1197 2.5954 -0.033 -0.028 -0.095 -0.659
C 1.4928 -0.4365 2.7613 -0.027 -0.011 -0.044 -0.224
C 2.5658 0.2369 1.9108 0.028 -0.007 0.027 -0.553
S 2.2990 0.2309 0.0972 -0.027 0.062 0.015 0.505
C 2.4555 2.0087 -0.2606 0.044 0.003 -0.026 -0.550
C 1.3587 2.8159 0.4141 -0.013 -0.010 -0.001 -0.249
N 0.0316 2.1180 0.3824 -0.031 -0.011 -0.014 -0.571
H -1.7004 1.8117 1.4877 -0.002 0.004 -0.003 0.236
H -0.8398 3.3049 1.9014 -0.005 -0.003 0.023 0.207
H 0.8868 2.0138 3.1167 0.000 0.004 0.004 0.188
H -0.7077 1.6876 3.7135 -0.008 0.006 -0.006 0.224
H -0.5382 -0.4708 3.0107 0.006 -0.011 -0.008 0.395
H 1.8650 -0.3837 3.7944 -0.007 0.018 0.008 0.196
H 1.4356 -1.4934 2.4962 0.006 0.000 0.015 0.227
H 2.7134 1.2746 2.2065 0.002 0.003 0.000 0.218
H 3.5134 -0.2764 2.0695 -0.006 -0.006 -0.007 0.257
H 3.4433 2.3582 0.0417 -0.001 -0.020 0.008 0.250
H 2.3925 2.0698 -1.3463 -0.011 -0.009 0.001 0.256
H 1.6122 3.0056 1.4541 0.010 -0.009 -0.001 0.211
H 1.2665 3.7892 -0.0687 -0.005 0.004 0.006 0.233
H -0.5495 2.5715 -0.3194 0.017 0.009 -0.010 0.421
C -2.3822 -1.9368 -4.0080 -0.010 0.028 -0.004 -0.653
C -1.6093 -1.2346 -2.8958 0.009 -0.027 -0.032 -0.485
O -0.6425 -0.3258 -3.4037 -0.025 0.004 0.034 -0.707
P -2.7305 -0.3432 -1.7570 0.046 0.052 -0.016 2.390
O -3.6254 0.6834 -2.5549 -0.006 -0.035 -0.029 -0.974
O -3.7151 -1.3866 -1.1619 0.007 -0.098 0.054 -1.011
O -1.9204 0.4517 -0.7626 0.013 -0.069 -0.028 -1.120
P -0.7782 -2.4736 -1.7962 -0.030 -0.051 0.015 2.396
O 0.0342 -3.4543 -2.7402 -0.001 0.022 0.005 -0.975
O -1.8870 -3.1763 -1.0832 -0.002 0.052 -0.001 -1.141
O 0.2669 -1.7180 -0.9902 -0.002 0.020 -0.024 -1.090
H -2.9120 -1.2039 -4.6224 -0.013 -0.011 0.004 0.217
H -3.1078 -2.6457 -3.6108 0.004 0.001 0.009 0.247
H -1.6788 -2.4722 -4.6449 0.005 0.000 0.003 0.247
H -1.0079 0.1133 -4.1819 -0.001 -0.022 -0.011 0.482
H -4.4919 0.3414 -2.8132 -0.004 0.016 0.008 0.531
H -3.1846 -2.2419 -0.9762 -0.036 0.068 -0.023 0.556
H -0.3702 -4.3305 -2.7846 0.006 0.001 -0.006 0.524
```
Positions in Å, forces in eV/Å.

Computed properties:
Kohn-Sham gap: 8.99 eV
Net charge: +1
E_tot: -2153.8769 Eh



No. 2
Computed, not measured: a single C16H14Cl2N6O3S2 molecule, with the ωB97M-V functional and the def2-TZVPD basis.

The geometry in XYZ format:
```
43
Properties=species:S:1:pos:R:3:forces:R:3:nbo_charge:R:1
C -5.9544 3.7105 -2.1938 0.914 -0.286 -1.415 -0.653
C -4.5229 3.8318 -1.7692 0.003 1.597 0.359 0.086
N -4.1441 4.8513 -1.0168 -0.242 -1.509 -0.607 -0.436
C -2.8053 4.7802 -0.7602 0.562 -1.370 -0.412 -0.038
C -2.1403 3.7363 -1.3831 0.036 1.043 0.491 -0.254
C -0.6594 3.5295 -1.2633 0.060 -0.783 -0.475 -0.240
N -0.4077 2.2027 -0.7063 -0.786 -1.862 1.029 -0.606
C 0.8040 1.7222 -0.2995 -0.304 1.780 -0.873 0.635
O 1.8144 2.3270 -0.6065 0.644 -0.160 0.106 -0.605
C 0.8847 0.5363 0.6009 -0.163 -1.938 1.235 0.046
C 2.1489 0.1235 1.0941 -0.098 0.254 0.621 0.059
N 2.3296 -0.8545 2.0016 -1.123 0.178 -0.645 -0.400
C 1.2152 -1.4997 2.4103 -1.010 0.539 -0.706 0.157
C 1.3215 -2.6617 3.3690 -0.305 -0.624 -1.011 -0.267
N 2.1766 -3.7894 2.8213 -0.667 0.709 -0.232 -0.830
S 1.6250 -4.5786 1.4277 -1.065 -3.611 0.919 2.260
O 2.3363 -5.8523 1.2551 0.010 2.711 0.212 -0.898
O 0.1965 -4.8043 1.5532 0.637 1.647 -0.088 -0.940
C 2.0043 -3.4893 0.0782 -0.303 -0.889 0.698 -0.406
C 1.0172 -2.9254 -0.7612 1.141 -1.223 1.324 -0.118
C 1.4225 -2.0930 -1.7414 1.192 0.875 -0.896 -0.274
C 2.7937 -1.8135 -1.8584 0.755 -1.080 1.559 0.213
Cl 3.3320 -0.6339 -3.0103 -0.047 -0.447 0.337 0.058
N 3.7168 -2.3864 -1.0493 -0.394 0.830 -1.241 -0.432
C 3.3540 -3.2423 -0.0991 -0.270 1.796 -1.171 0.216
Cl 4.6359 -3.7591 0.9630 -0.244 -0.004 -0.671 0.070
C -0.0588 -1.1344 1.9231 0.667 1.361 -1.506 -0.018
N -0.2160 -0.1228 0.9995 0.565 -0.595 0.970 -0.373
S -3.2425 2.7542 -2.3242 -0.146 1.450 1.074 0.386
H -5.9863 3.1068 -3.1205 -0.366 0.282 0.472 0.218
H -6.5339 3.2640 -1.4350 -0.645 -0.878 0.895 0.233
H -6.4128 4.6797 -2.3572 0.289 0.227 -0.197 0.244
H -2.3427 5.4413 -0.0179 -0.160 -0.125 -0.594 0.217
H -0.1450 3.6301 -2.2302 -0.131 -0.067 0.222 0.220
H -0.2538 4.2901 -0.6085 0.117 0.227 0.182 0.220
H -1.2203 1.6649 -0.3821 0.497 0.487 -0.166 0.414
H 3.0236 0.6993 0.8148 0.021 -0.184 -0.160 0.235
H 0.3109 -3.0363 3.6141 0.565 -0.064 -0.381 0.237
H 1.7066 -2.2785 4.2973 0.739 -0.274 0.401 0.234
H 3.1281 -3.4573 2.6250 -0.345 -0.214 0.370 0.409
H -0.0109 -3.1811 -0.6391 -0.502 -0.167 0.292 0.258
H 0.7373 -1.6382 -2.4154 -0.446 0.305 -0.379 0.243
H -0.9786 -1.6497 2.2003 0.348 0.055 0.063 0.220
```
Positions in Å, forces in eV/Å.

Computed properties:
Kohn-Sham gap: 8.56 eV
SMILES: Cc1ncc(CNC(=O)c2cnc(CNS(=O)(=O)c3ccc(Cl)nc3Cl)cn2)s1
E_tot: -2889.1161 Eh



No. 3
Computed, not measured: 2 unconnected molecules or ions with the total composition C9H14, with the ωB97M-V functional and the def2-TZVPD basis.

The geometry in XYZ format:
```
23
Properties=species:S:1:pos:R:3:forces:R:3:nbo_charge:R:1
C -0.8121 -1.4361 -2.0966 -0.869 -0.874 -0.145 -0.640
C 0.0335 -1.3331 -0.8560 0.174 -0.131 -0.784 0.010
C 1.3765 -0.8953 -1.0774 -2.415 -0.319 0.471 -0.231
C 2.0563 -0.4382 0.0091 1.895 -0.512 0.981 -0.189
C 1.6261 -0.7086 1.3220 -0.514 1.046 -0.889 -0.232
C 0.3146 -1.0587 1.5006 -0.959 -1.574 0.192 -0.190
C -0.5079 -1.4654 0.4145 1.692 0.920 0.415 -0.243
H -1.6200 -2.1737 -2.0459 -0.012 0.034 0.471 0.214
H -0.2923 -1.7486 -3.0045 0.390 0.432 0.121 0.214
H -1.3164 -0.4793 -2.2517 0.193 0.025 -0.233 0.223
H 1.6697 -0.9973 -2.1110 0.611 0.755 0.029 0.218
H 3.0279 0.0494 -0.0210 0.097 -0.349 -0.576 0.208
H 2.3299 -0.5736 2.1295 -0.239 0.360 0.204 0.216
H -0.1149 -1.1570 2.4931 0.236 -0.090 0.060 0.207
H -1.4665 -1.9086 0.6338 -0.304 0.292 -0.300 0.217
C -0.8943 2.4654 0.6741 -0.564 0.729 -0.064 -0.616
C -2.0530 3.4250 0.3104 -0.368 0.017 1.229 -0.616
H -0.0190 2.8002 0.1293 0.372 -0.582 -0.019 0.209
H -0.6923 2.5353 1.7424 0.164 0.117 -0.008 0.203
H -1.1678 1.4228 0.5244 0.331 0.016 -0.516 0.213
H -2.1873 4.1037 1.1619 -0.340 -0.180 -0.042 0.200
H -2.9808 2.8686 0.1631 -0.021 0.213 -0.001 0.202
H -1.9348 4.1261 -0.5045 0.450 -0.345 -0.596 0.205
```
Positions in Å, forces in eV/Å.

Computed properties:
Kohn-Sham gap: 9.84 eV
SMILES: Cc1ccccc1.CC
E_tot: -351.2957 Eh
Energy relative to the best compared isomer or geometry (same formula, charge and spin): 21.6 kcal/mol